{
  "formula": "C24H20N5O7RuS6",
  "method": "ωB97M-V/def2-TZVPD",
  "gap_ev": [3.60, 6.05],
  "relative_energy_kj_mol": 125.9,
  "e_homo_ev": [0.0013, -2.8263],
  "s2": 8.8286,
  "spin_multiplicity": 6,
  "charge": -2,
  "symbols": ["C", "O", "C", "C", "H", "C", "H", "Ru", "S", "C", "N", "N", "C", "H", "N", "S", "H", "C", "O", "C", "O", "C", "S", "H", "C", "C", "H", "H", "O", "O", "O", "C", "S", "H", "C", "H", "C", "C", "C", "H", "H", "C", "C", "C", "N", "H", "C", "H", "C", "O", "H", "H", "N", "S", "C", "H", "S", "C", "C", "H", "H", "H", "H"],
  "xyz": [[0.53, 1.90, 2.46], [-1.75, 0.11, 0.94], [-1.85, 1.82, -0.69], [0.13, 2.25, -1.91], [0.86, 2.79, 5.53], [-6.01, 10.82, -2.08], [-5.19, 10.72, -1.36], [0.13, -0.09, 0.14], [6.19, -3.80, 1.73], [-4.86, 5.95, -2.68], [0.65, 1.22, 1.54], [-0.55, 1.49, -0.98], [1.38, 2.60, 4.59], [-5.95, 8.62, -0.86], [-4.70, 4.06, -1.45], [4.68, -1.80, 0.12], [-5.36, 6.23, -0.62], [-4.76, 6.60, -3.93], [1.09, -3.02, -1.39], [1.02, 5.01, 3.14], [-0.77, -3.29, 0.14], [-2.46, 1.02, 0.33], [2.35, -0.11, -0.66], [0.12, 3.88, -3.25], [2.47, 3.63, 4.37], [3.01, -1.36, 0.31], [1.79, 1.59, 4.62], [-4.97, 8.44, -5.02], [-1.17, -3.44, -2.24], [-0.63, -1.29, -1.25], [-5.81, 10.00, -3.20], [4.78, -3.01, 1.34], [3.28, -3.31, 2.09], [-5.52, 2.48, 0.33], [-5.06, 7.94, -4.06], [-0.72, 4.30, 4.19], [-3.80, 1.28, 0.69], [-0.13, 4.04, 3.31], [-1.80, 3.68, -2.25], [1.15, 1.96, -2.11], [-6.95, 10.59, -1.57], [2.34, -2.08, 1.27], [-4.49, 2.28, 0.07], [-3.90, 3.09, -0.95], [0.40, 2.69, 3.51], [-4.25, 0.66, 1.46], [-2.53, 2.89, -1.31], [1.56, 4.80, 2.21], [-0.46, 3.31, -2.53], [1.91, 4.93, 4.25], [-6.04, 11.85, -2.44], [-2.27, 4.52, -2.74], [-4.60, 4.60, -2.64], [0.70, -1.86, 1.65], [-5.27, 6.72, -1.58], [-0.78, 4.04, 2.43], [-0.34, -2.84, -1.21], [-5.49, 8.68, -2.96], [-5.60, 8.06, -1.72], [3.15, 3.66, 5.22], [-4.42, 6.02, -4.78], [0.66, 6.04, 3.11], [3.03, 3.38, 3.47]],
  "mulliken_charge": [0.280, -0.775, 0.059, -0.953, 0.301, -0.851, 0.359, 0.775, -0.342, 0.108, -0.153, 0.721, -0.663, 0.317, -0.373, -0.137, 0.421, -0.149, -0.610, -0.475, -0.667, 1.299, -0.418, 0.383, -0.460, 0.417, 0.427, 0.365, -0.702, -0.520, -0.449, 0.116, -0.129, 0.373, -0.568, 0.250, -1.240, -0.630, -0.634, 0.331, 0.303, 0.168, -0.296, 0.118, -0.073, 0.388, 0.603, 0.322, -0.829, -0.408, 0.236, 0.406, -0.769, -0.243, -0.445, 0.465, 1.003, 0.784, -0.553, 0.358, 0.393, 0.358, 0.308]
}